The following is a quantum chemistry calculation of a 2-piece molecular cluster, C3H5N3O overall, from the Open Molecules 2025 dataset.

Geometry as XYZ:
```
12
Properties=species:S:1:pos:R:3:forces:R:3
O -2.786 0.730 -0.007 -0.1 0.0 -0.2
N 0.331 1.360 -1.190 -0.8 -0.5 0.6
N 1.323 -1.417 0.851 0.3 0.3 -0.1
N 2.841 0.397 0.225 -0.4 -0.5 0.2
C 2.092 -0.535 0.465 0.1 0.1 0.0
C -1.546 0.096 0.162 0.3 -0.1 0.1
C -0.471 0.800 -0.573 0.7 0.5 -0.6
H -1.310 0.110 1.229 0.0 0.0 -0.1
H -1.545 -0.955 -0.158 0.0 0.2 0.0
H 1.487 -2.351 0.491 0.0 0.1 0.0
H -2.990 0.757 -0.951 -0.1 0.0 0.2
H 2.573 1.008 -0.543 0.0 -0.1 0.0
```
Positions in Å, forces in eV/Å.

Values from the calculation:
- charge = 0
- multiplicity = 1
- SMILES = N#CCO.N=C=N
- orbital gap (eV) = 11.1
- DFT total energy (a.u.) = -356.7807